Formula: C5H35N2O11
Source: the Open Molecules 2025 dataset
Level of theory: ωB97M-V with the def2-TZVPD basis set

Values from the calculation:
Charge: +1
Lowest unoccupied orbital energy, eV: -2.4809
Relative energy (zero: lowest compared OMol25 entry of this formula, charge and spin), kJ/mol: 739.2
Strongest force on any atom, eV Å⁻¹: 6.6
E, Ha: -1148.24250
Gap between HOMO and LUMO, hartree: 0.333

Each line ends with the Löwdin charge.
Atoms and positions in Å:
C (-1.56737, -2.08849, 0.31786)  -0.014
O (-1.05054, -2.19959, 1.76220)  -0.011
C (-1.02091, -0.67454, -0.29259)  -0.346
C (-2.12030, 0.36478, -0.44443)  -0.144
C (-2.01109, 1.26390, -1.75877)  -0.214
C (-0.45400, 0.31685, -3.42115)  -0.152
N (-1.85416, 0.54249, -3.02476)  -0.140
N (0.10860, -0.20655, 0.56172)  0.023
H (-1.35491, -2.97092, -0.28667)  0.103
H (-2.69545, -1.90234, 0.49576)  0.145
H (0.03971, -2.21164, 1.67960)  0.218
H (-0.51369, -0.89010, -1.26486)  0.101
H (-3.05194, -0.22015, -0.63221)  0.106
H (-2.35612, 0.99552, 0.52355)  0.139
H (-3.00956, 1.87945, -1.68722)  0.141
H (-1.15045, 2.04670, -1.65083)  0.107
H (-0.50783, -0.36254, -4.26181)  0.078
H (0.34108, 0.36330, -2.58817)  0.067
H (-0.28495, 1.26530, -4.04689)  0.099
H (-2.33916, -0.43843, -3.09186)  0.134
H (1.05493, -0.02742, 0.06971)  0.076
H (-0.24414, 0.62812, 1.17028)  0.084
H (1.33353, 1.75558, 3.32929)  0.120
H (2.19878, -1.80795, -0.36093)  -0.019
H (3.01166, -3.07436, 0.08503)  0.041
O (2.16884, -2.63948, 0.13339)  -0.054
H (0.91729, 4.66252, 1.28936)  -0.025
H (0.93846, 3.36654, 0.56231)  -0.013
O (1.08894, 3.80895, 1.38241)  0.030
H (3.41413, -0.11342, 3.35479)  0.093
H (4.21226, -0.04549, 2.17986)  0.096
O (3.58415, 0.60458, 2.64843)  -0.109
H (-1.01359, 3.04786, 2.23354)  0.002
H (-1.70498, 2.46083, 3.39702)  0.006
O (-1.80312, 2.65291, 2.51990)  0.026
H (0.89193, -3.31678, -2.42770)  0.120
H (2.01685, -2.61647, -3.31353)  0.042
O (1.38702, -2.41690, -2.62840)  -0.086
H (-0.71668, 0.36867, 3.63095)  0.067
H (1.62969, 0.46068, 2.63374)  0.081
O (0.80521, 0.88973, 3.12052)  -0.149
H (1.84045, 3.01255, -1.32383)  0.121
H (0.40919, 2.36692, -1.74231)  -0.020
O (1.10108, 2.36435, -1.12286)  -0.053
H (2.15904, -0.42564, -1.66550)  0.013
H (2.78802, 0.91958, -1.28436)  -0.038
O (2.70385, 0.07556, -1.05867)  0.003
H (-1.43995, -3.12913, -3.50595)  -0.006
H (-2.66310, -2.82888, -2.67666)  -0.016
O (-1.82460, -3.09815, -2.70238)  0.062
H (-1.02963, -1.22002, 2.25992)  0.107
H (-1.51392, 0.68937, 2.47298)  0.012
O (-1.45410, -0.05876, 3.10537)  -0.054

Forces on atoms 1 to 2 (eV/Å):
C -1.57 3.08 1.16
O 3.83 0.30 -1.17